(1)
Density functional theory data (ωB97M-V/def2-TZVPD) for C18H17IrN3O9S2 as an isolated structure in a non-equilibrium geometry.

The calculation puts the energy relative to the best compared isomer or geometry (same formula, charge and spin) at 78.68 kcal per mole. The orbital gap (alpha / beta) is 6.655 / 7.383 eV. The spin multiplicity is 2. As for the expectation value of S²: 0.757.

Atoms and positions in Å:
Ir: 1.0257 0.2369 0.2553
S: -3.8922 -0.7964 0.1798
S: 0.8770 2.1890 1.7380
O: -4.3044 -1.5451 1.3335
O: 0.3202 3.5325 -2.3334
O: 0.1757 -0.5148 2.1385
O: 3.7628 -1.9215 -2.1284
O: -0.3102 -0.9282 -0.7071
O: 0.1761 1.6826 -1.0841
O: -4.6726 0.3470 -0.1838
O: 2.3163 -1.3309 -0.5149
O: 3.2094 0.0857 1.5284
N: 2.8067 1.3017 -1.0641
N: -0.5284 0.3070 2.8949
N: -2.3001 -0.4033 0.3229
C: 3.9992 1.5016 -0.2222
C: -2.3301 -1.8718 -1.5247
C: -1.4492 -0.2227 3.7234
C: -0.3097 1.6216 2.8407
C: 4.3301 0.3456 0.6966
C: -1.0340 2.4714 3.6743
C: -2.1943 0.5770 4.5457
C: -1.5823 -0.9949 -0.5743
C: -1.8238 -2.6170 -2.5728
C: 3.0502 -1.1231 -1.5665
C: 2.9753 0.3024 -2.1181
C: -4.0721 -3.4043 -2.9948
C: 2.3358 2.5531 -1.6362
C: 0.8052 2.6189 -1.7097
C: -1.9830 1.9554 4.5274
C: -4.5717 -2.6431 -1.9430
C: -2.7164 -3.3874 -3.3089
C: -3.6758 -1.8832 -1.2236
H: 3.8569 0.4875 -2.7364
H: 3.1787 -0.8556 1.7413
H: 2.0821 0.3076 -2.7477
H: 4.6245 -0.5387 0.1331
H: 2.6499 3.4063 -1.0361
H: -0.7674 -2.5985 -2.8029
H: -0.8281 3.5303 3.6201
H: 5.1723 0.6511 1.3225
H: -2.3510 -3.9836 -4.1343
H: 2.6891 2.6994 -2.6584
H: 4.8744 1.6976 -0.8523
H: -5.6232 -2.6442 -1.6902
H: -1.5402 -1.2966 3.6668
H: -2.5541 2.6109 5.1689
H: -4.7492 -4.0170 -3.5750
H: 3.8038 2.3745 0.4017
H: -2.9341 0.1276 5.1898


(2)
Density functional theory data (ωB97M-V/def2-TZVPD) for C18H17IrN7S as an isolated structure.

The total charge is +4. The orbital gap (alpha / beta) is 5.998 / 4.377 eV. The spin multiplicity is 2. As for the expectation value of S²: 0.779.

Atoms and positions in Å:
Ir: -0.4928 0.6610 0.1000
S: -2.8046 0.8278 0.4561
N: 0.1968 -0.2189 1.8295
N: -4.3381 -1.4451 0.1282
N: 1.4858 0.6692 -0.1907
N: -0.2917 2.2226 -1.1865
N: -4.1918 -2.7182 -0.1936
N: -0.9033 -1.3373 -0.3846
N: -2.2636 -1.7055 -0.2228
C: 0.2276 4.1784 -3.0981
C: 1.9714 1.4144 -1.2048
C: 2.2627 -0.0543 0.6329
C: 1.3646 -1.3798 4.0549
C: 3.3241 1.3498 -1.5076
C: -3.1823 -0.7697 0.1223
C: 1.5233 -0.5473 1.8112
C: 0.9617 2.3195 -1.7783
C: 0.0361 -0.9856 4.0824
C: 2.1162 -1.1487 2.9065
C: -1.0153 4.1190 -2.4780
C: 3.6269 -0.1487 0.3726
C: -1.2416 3.1421 -1.5334
C: 1.2255 3.2678 -2.7380
C: 4.1402 0.5338 -0.7243
C: -2.2956 -4.1969 -0.8199
C: -0.5190 -0.4080 2.9507
C: -2.8940 -2.9102 -0.4264
H: -2.1958 3.0690 -1.0327
H: 3.7523 1.9354 -2.3097
H: -1.7996 4.8237 -2.7229
H: -1.2729 -4.1048 -1.1829
H: 1.8234 -1.8349 4.9244
H: -5.2735 -1.0878 0.3421
H: 0.4339 4.9396 -3.8419
H: -2.3174 -4.8813 0.0360
H: 5.1987 0.4672 -0.9467
H: -0.3241 -2.0007 0.1423
H: -1.5509 -0.0858 2.9368
H: -0.5748 -1.1182 4.9661
H: -2.9189 -4.6523 -1.5943
H: 2.2039 3.3301 -3.1949
H: 3.1692 -1.3961 2.8857
H: -0.6703 -1.4171 -1.3807
H: 4.2874 -0.7172 1.0133


(3)
Density functional theory data (ωB97M-V/def2-TZVPD) for C18H17KN6S5Sb as an isolated structure.

The total charge is -2. The calculation puts the energy relative to the best compared isomer or geometry (same formula, charge and spin) at 0.00 kcal per mole. The orbital gap (alpha / beta) is 4.517 / 5.600 eV. The spin multiplicity is 2. As for the expectation value of S²: 0.760.

Atoms and positions in Å:
Sb: -0.3190 1.3694 -3.3652
K: 0.3713 1.0756 0.0161
S: -1.0088 1.1478 -5.5674
S: 0.7232 1.0866 5.8003
S: -1.0746 3.2761 -2.2644
S: 1.9581 1.0219 -2.9807
S: 1.9405 1.2967 2.9909
N: -1.0534 0.9469 2.4284
N: -0.1746 -2.7627 -1.5884
N: -2.3125 0.4002 -0.0656
N: -2.0460 -3.3253 -0.2868
N: -0.6911 1.1292 3.7406
N: -0.4746 -2.3474 1.1467
C: -1.6464 -2.9308 0.9884
C: -0.8890 -2.1911 3.5064
C: -0.1190 -1.9787 2.3762
C: -2.8749 1.1965 0.8496
C: -2.1874 1.4442 2.1331
C: -0.3875 -2.4439 -3.9572
C: -2.1262 -2.7962 3.3253
C: -4.7900 1.5644 -0.5412
C: 0.5830 1.1391 3.9989
C: 0.3389 -2.4493 -2.7807
C: -4.2139 0.7346 -1.4843
C: -2.2836 -3.1070 -2.6617
C: -1.4620 -3.0502 -1.5272
C: 2.4568 1.4537 6.1185
C: -2.9741 0.1810 -1.1952
C: -2.5219 -3.1713 2.0574
C: -1.7298 -2.7944 -3.8858
C: -4.1149 1.7944 0.6447
H: 0.8345 -1.4668 2.4538
H: -2.4753 -0.4438 -1.9263
H: -4.5249 2.4459 1.4066
H: -3.4879 -3.6329 1.8861
H: -0.5557 -1.8381 4.4722
H: 2.8159 0.7749 6.8909
H: -4.6791 0.5470 -2.4419
H: 1.3795 -2.1462 -2.7798
H: -3.0236 -3.5569 -0.3436
H: -2.7879 -2.9603 4.1679
H: -2.7203 2.0607 2.8609
H: -5.7429 2.0430 -0.7324
H: -2.3487 -2.7772 -4.7743
H: -3.3374 -3.3448 -2.5662
H: 2.5861 2.4857 6.4424
H: 0.0625 -2.1061 -4.8789
H: 3.0085 1.2887 5.1914


(4)
Density functional theory data (ωB97M-V/def2-TZVPD) for an isolated molecule of C18H17N3 in a non-equilibrium geometry.

The calculation puts the energy relative to the best compared isomer or geometry (same formula, charge and spin) at 0.00 kcal per mole. The orbital gap is 9.108 eV. Its SMILES is N#CCCC1=CC(CCC#N)(CCC#N)c2ccccc21.

Atoms and positions in Å:
N: -2.9207 1.7445 -3.1471
N: -3.3011 -3.9232 1.3793
N: 4.9552 0.1695 2.8543
C: -1.8886 -1.8544 0.5931
C: -0.3775 1.3809 -0.0222
C: -0.2805 0.7262 1.1633
C: 2.5624 0.5115 1.8028
C: 1.4574 -1.4757 -1.3126
C: -0.5599 -1.7937 1.3392
C: 1.6740 -0.7327 1.8733
C: -2.6949 2.3121 -0.5857
C: 0.3902 0.8611 -2.3899
C: 0.2896 0.6176 -1.0424
C: 3.8840 0.2817 2.4183
C: -2.8307 2.0094 -2.0156
C: -1.2323 2.6186 -0.1796
C: 0.7825 -0.5562 -0.4791
C: 0.3955 -0.6128 0.9916
C: -2.7027 -2.9929 1.0655
C: 1.6530 -1.2302 -2.6747
C: 1.0430 -0.0762 -3.2176
H: -0.7436 1.0523 2.1096
H: -1.7508 -1.9900 -0.4648
H: 1.8742 -2.3841 -0.9317
H: -1.1988 3.1942 0.7447
H: 1.2120 0.2405 -4.2472
H: 1.3819 -0.9042 2.9005
H: 0.0464 1.7668 -2.8320
H: -0.7277 -1.7413 2.4339
H: -2.4472 -0.9434 0.7180
H: 2.7573 0.7991 0.7846
H: 2.2071 -1.9601 -3.2785
H: -3.2978 3.2054 -0.4097
H: 2.0519 1.3140 2.3158
H: 2.2241 -1.6352 1.5670
H: -0.7689 3.2586 -0.9444
H: -0.0490 -2.7320 1.1438
H: -3.0692 1.4741 -0.0235


- What is the formula in the first record?
  C18H17IrN3O9S2